ORCA calculation (wB97M-V/def2-TZVPD) on a cluster of 6 separate species, C38H77FNO11 in total.

XYZ file:
```
128
Properties=species:S:1:pos:R:3:forces:R:3:lowdin_charge:R:1
C -3.909 5.238 -0.371 -0.05 0.41 0.19 -0.105
C -3.283 4.314 0.665 -0.10 -0.51 -0.17 -0.253
C -2.207 3.405 0.078 -0.74 -0.11 0.09 -0.220
C -1.905 2.227 0.984 0.80 0.64 0.00 -0.185
C -0.960 1.184 0.385 -0.66 -0.45 0.59 -0.145
C -1.726 0.035 -0.294 0.63 -0.06 -0.06 -0.114
C -1.106 -0.523 -1.585 -0.27 0.38 0.47 -0.181
N -1.684 -1.904 -1.734 0.05 -0.29 0.48 0.092
C -3.151 -1.902 -1.991 -0.28 -0.60 -0.92 -0.100
C -3.573 -0.927 -3.076 -0.31 0.66 0.31 -0.129
C -2.843 0.420 -3.080 0.21 -0.28 0.01 -0.116
C -1.335 0.244 -2.894 0.07 -0.26 -0.88 -0.385
C -0.634 1.602 -2.928 0.39 -0.03 0.52 -0.118
C 0.902 1.558 -2.812 -0.18 0.23 -0.11 -0.146
C 1.483 2.724 -2.043 0.51 -0.16 -0.16 -0.182
F 2.830 2.868 -2.415 -0.15 0.06 0.03 -0.064
C -0.767 -0.592 -4.071 -0.24 0.12 0.25 -0.128
C -0.971 -0.023 -5.465 0.54 -0.82 -0.27 -0.150
C -0.359 -0.990 -6.482 -0.17 0.73 -0.50 -0.230
O 1.032 -1.145 -6.329 -0.12 -0.33 0.20 -0.176
C 1.780 -0.103 -6.909 0.27 0.05 0.03 -0.100
H -3.270 5.412 -1.234 0.19 -0.01 -0.06 0.069
H -4.133 6.206 0.062 -0.05 0.24 0.02 0.068
H -4.854 4.851 -0.736 -0.13 -0.19 -0.17 0.067
H -4.062 3.653 1.039 -0.20 -0.02 0.25 0.096
H -2.898 4.842 1.531 0.14 0.19 0.07 0.114
H -1.324 4.008 -0.120 0.29 -0.13 -0.22 0.122
H -2.620 3.021 -0.857 0.16 0.06 -0.38 0.095
H -2.839 1.787 1.320 -0.16 -0.34 -0.01 0.099
H -1.432 2.620 1.874 0.06 0.13 0.36 0.094
H -0.216 1.621 -0.259 0.12 0.28 -0.27 0.078
H -0.422 0.758 1.224 0.30 -0.18 0.05 0.110
H -1.725 -0.786 0.424 -0.08 -0.10 0.12 0.098
H -2.767 0.305 -0.412 -0.28 0.17 -0.29 0.112
H -0.048 -0.674 -1.404 0.29 -0.09 -0.06 0.157
H -1.170 -2.473 -2.415 -0.16 -0.03 -0.05 0.138
H -1.535 -2.388 -0.845 0.18 -0.06 -0.11 0.157
H -3.407 -2.900 -2.332 0.07 -0.30 0.07 0.137
H -3.694 -1.766 -1.069 0.20 0.36 0.41 0.112
H -4.627 -0.727 -2.915 -0.27 -0.08 -0.03 0.125
H -3.517 -1.386 -4.053 0.23 -0.21 -0.23 0.115
H -3.050 0.900 -4.026 0.03 0.20 -0.28 0.120
H -3.225 1.098 -2.328 -0.16 0.07 0.30 0.111
H -1.056 2.246 -2.170 -0.12 0.18 0.35 0.093
H -0.858 2.088 -3.868 -0.31 0.06 -0.23 0.122
H 1.283 0.635 -2.386 0.00 -0.18 0.10 0.112
H 1.317 1.627 -3.812 0.18 -0.12 -0.22 0.114
H 0.981 3.660 -2.266 -0.11 0.18 -0.06 0.127
H 1.499 2.555 -0.972 -0.18 0.06 0.24 0.102
H -1.209 -1.587 -4.095 -0.13 -0.18 -0.05 0.112
H 0.296 -0.761 -3.930 0.28 0.01 0.09 0.126
H -0.477 0.929 -5.609 -0.09 0.38 0.14 0.104
H -2.015 0.061 -5.738 -0.32 0.24 0.09 0.118
H -0.848 -1.957 -6.432 0.17 -0.38 0.23 0.126
H -0.580 -0.601 -7.480 0.04 0.00 -0.19 0.124
H 1.554 0.871 -6.479 -0.20 0.20 0.04 0.077
H 1.655 -0.058 -7.991 -0.16 -0.01 -0.13 0.094
H 2.824 -0.294 -6.699 0.20 -0.17 0.04 0.091
O -0.731 -4.863 -2.555 -0.20 0.42 0.04 0.092
C 0.092 -5.059 -1.696 0.35 -0.36 -0.13 -0.519
O 0.480 -4.014 -0.946 -0.42 0.48 0.04 -0.027
C 1.285 -4.113 0.245 0.44 -0.10 0.21 -0.224
C 2.765 -4.149 -0.059 0.01 -0.06 -0.22 -0.041
C 0.744 -6.401 -1.504 -0.27 -0.12 0.31 0.030
H 0.965 -4.963 0.846 0.00 -0.08 -0.09 0.105
H 1.051 -3.218 0.820 -0.10 0.02 -0.08 0.114
H 3.035 -5.032 -0.638 0.00 -0.04 0.07 0.075
H 3.335 -4.156 0.870 -0.05 0.01 0.03 0.090
H 3.053 -3.275 -0.644 0.00 0.04 0.06 0.087
H 1.600 -6.473 -2.174 0.03 0.02 0.01 0.106
H 0.024 -7.170 -1.772 0.02 0.05 -0.17 0.098
H 1.067 -6.594 -0.484 0.14 0.10 -0.03 0.080
O -2.179 -1.210 2.787 -0.02 -0.07 -0.14 0.086
C -3.368 -1.070 2.644 -0.08 -0.07 0.26 -0.536
O -3.944 0.045 3.108 0.20 0.12 -0.12 0.004
C -5.303 0.414 2.839 -0.30 -0.01 0.07 -0.230
C -6.265 -0.207 3.829 0.10 -0.14 0.04 -0.055
C -4.227 -2.153 2.029 0.02 0.19 -0.40 0.019
H -5.567 0.186 1.804 0.03 -0.07 0.00 0.112
H -5.323 1.498 2.933 0.14 0.01 0.02 0.125
H -6.261 -1.295 3.768 -0.05 0.00 -0.06 0.070
H -7.280 0.143 3.643 0.01 0.02 -0.01 0.087
H -5.982 0.063 4.846 -0.02 0.07 -0.01 0.089
H -4.525 -2.851 2.809 -0.03 0.00 0.01 0.100
H -3.629 -2.688 1.294 0.09 -0.09 0.15 0.074
H -5.115 -1.782 1.522 -0.08 -0.01 0.16 0.074
O -0.278 3.737 3.726 0.07 0.01 -0.06 0.096
C 0.863 3.360 3.693 -0.12 -0.23 0.16 -0.521
O 1.415 3.104 2.490 -0.08 0.21 -0.25 -0.017
C 2.807 2.813 2.300 0.21 -0.22 0.00 -0.228
C 3.103 1.341 2.487 -0.04 -0.08 0.12 -0.050
C 1.648 3.075 4.950 0.22 0.39 -0.01 0.020
H 3.427 3.445 2.936 -0.03 -0.03 0.06 0.115
H 3.025 3.097 1.271 -0.11 0.08 -0.01 0.114
H 2.889 1.014 3.506 0.06 0.03 0.02 0.073
H 4.152 1.136 2.272 0.01 0.05 -0.01 0.081
H 2.481 0.742 1.819 0.01 0.04 -0.06 0.071
H 1.440 2.055 5.270 0.01 -0.02 -0.02 0.098
H 1.310 3.760 5.723 -0.15 -0.08 0.00 0.093
H 2.722 3.206 4.844 0.00 -0.16 -0.05 0.075
O 2.366 -4.234 3.925 -0.07 -0.08 0.01 0.102
C 1.246 -4.487 4.284 0.06 -0.05 -0.27 -0.523
O 1.063 -5.345 5.301 0.21 0.09 0.13 0.008
C -0.206 -5.566 5.927 -0.23 -0.09 0.01 -0.229
C -1.016 -6.620 5.201 0.06 0.01 -0.15 -0.063
C 0.050 -3.926 3.551 -0.18 0.33 0.35 0.004
H -0.751 -4.628 6.038 0.01 0.02 -0.07 0.114
H 0.031 -5.910 6.931 0.12 0.02 -0.02 0.126
H -1.262 -6.310 4.185 -0.06 0.04 0.03 0.064
H -1.946 -6.818 5.734 0.01 0.00 0.02 0.083
H -0.449 -7.548 5.131 -0.01 -0.01 0.07 0.085
H -0.184 -4.580 2.712 -0.07 -0.05 0.04 0.074
H 0.310 -2.941 3.172 0.07 -0.05 -0.07 0.083
H -0.837 -3.805 4.167 -0.05 -0.12 -0.05 0.071
O 6.669 2.726 1.909 -0.22 -0.09 -0.11 0.096
C 6.672 3.582 1.065 0.35 0.17 0.09 -0.532
O 6.185 3.299 -0.158 -0.27 -0.22 0.12 -0.006
C 5.961 4.290 -1.168 0.06 0.14 -0.24 -0.236
C 7.208 4.554 -1.985 0.12 -0.03 0.11 -0.060
C 7.287 4.937 1.327 -0.38 0.22 0.05 0.014
H 5.552 5.202 -0.730 0.05 0.00 0.05 0.113
H 5.183 3.872 -1.805 -0.01 -0.08 0.10 0.107
H 8.011 4.964 -1.372 -0.02 0.07 -0.01 0.069
H 6.994 5.261 -2.787 -0.02 -0.01 0.00 0.083
H 7.574 3.626 -2.424 -0.05 0.00 -0.04 0.085
H 8.354 4.886 1.118 0.01 0.00 -0.03 0.098
H 7.146 5.175 2.378 0.12 -0.13 0.04 0.090
H 6.844 5.747 0.751 0.12 -0.04 -0.12 0.071
```
Positions in Å, forces in eV/Å.

Values from the calculation:
largest force on an atom = 0.022 Eh/bohr
electronic energy = -2476.1743 Ha
HOMO level = -11.725 eV
charge = +1
multiplicity = 1
orbital gap = 9.652 eV

***

ORCA calculation (wB97M-V/def2-TZVPD) on a cluster of 12 separate species, C38H77N9O10 in total.

XYZ file:
```
134
Properties=species:S:1:pos:R:3:forces:R:3:lowdin_charge:R:1
C 20.530 -2.175 -8.644 0.13 -0.27 0.59 -0.122
C 20.328 -1.794 -9.971 1.35 0.46 -1.20 -0.140
C 21.584 -1.780 -10.561 -0.38 -0.32 -0.86 -0.143
N 22.526 -2.186 -9.663 -0.91 -0.07 0.77 0.070
C 21.876 -2.456 -8.486 -0.23 0.97 -0.25 -0.136
H 19.768 -2.239 -7.885 0.12 -0.12 0.12 0.092
H 19.453 -1.544 -10.551 -0.27 -0.05 0.38 0.094
H 21.801 -1.738 -11.618 0.23 0.33 0.10 0.088
H 23.498 -2.385 -9.846 -0.06 0.08 -0.39 0.107
H 22.351 -2.888 -7.620 0.30 0.84 -0.26 0.085
C 20.105 -6.013 -11.530 0.91 1.71 1.01 -0.101
C 19.502 -6.374 -12.752 -0.85 -0.62 1.49 -0.121
C 18.315 -5.667 -12.758 0.34 -0.21 -2.15 -0.156
N 18.286 -4.767 -11.762 1.61 -1.02 -0.01 0.022
C 19.410 -4.932 -10.972 -0.41 -1.06 -1.03 -0.058
H 21.032 -6.358 -11.097 -0.01 -0.21 -0.11 0.079
H 19.811 -7.226 -13.335 -0.23 0.09 -0.28 0.099
H 17.600 -5.635 -13.570 -0.05 -0.06 0.30 0.105
H 17.554 -4.077 -11.718 2.08 -0.98 1.48 0.014
H 19.594 -4.266 -10.145 0.08 -0.26 0.11 0.091
C 21.800 3.481 -11.182 0.81 -0.73 0.03 -0.069
N 21.377 2.359 -10.360 0.59 -0.14 -0.72 0.003
C 20.794 2.532 -9.174 -1.84 0.49 1.78 -0.555
C 20.211 1.286 -8.527 -0.47 -0.36 -0.24 0.007
O 20.584 3.633 -8.674 0.63 -0.06 -0.38 0.028
H 22.224 3.061 -12.096 -0.56 0.08 -0.28 0.079
H 22.672 3.985 -10.762 -0.36 0.31 0.43 0.083
H 20.973 4.163 -11.347 0.11 0.14 -0.14 0.087
H 21.430 1.420 -10.717 0.08 0.05 -0.05 0.119
H 19.239 1.452 -8.058 0.05 0.76 -0.15 0.068
H 20.780 0.848 -7.706 0.51 -0.09 -0.39 0.080
H 19.987 0.567 -9.312 0.43 -0.38 0.25 0.044
C 22.690 -4.326 -13.060 0.10 -0.22 0.02 -0.079
N 22.014 -5.085 -14.109 0.41 0.60 0.91 0.021
C 22.695 -5.439 -15.222 -1.14 0.23 -0.29 -0.553
C 21.861 -6.236 -16.236 0.97 0.19 0.63 0.002
O 23.831 -5.045 -15.444 0.13 -0.20 -0.06 0.018
H 23.331 -5.020 -12.517 0.23 0.38 0.25 0.084
H 21.986 -3.850 -12.380 -0.16 -0.69 0.17 0.045
H 23.259 -3.479 -13.439 0.34 -0.29 -0.37 0.076
H 21.086 -5.409 -13.845 0.31 -0.11 -0.62 0.077
H 22.479 -7.070 -16.567 -0.15 -0.07 -0.09 0.079
H 21.680 -5.572 -17.077 -0.19 -0.08 -0.04 0.075
H 20.936 -6.578 -15.779 -0.09 -0.01 -0.22 0.064
C 19.337 -8.411 -4.891 0.60 0.26 -1.06 -0.048
N 19.010 -7.109 -5.499 -0.43 -1.59 1.40 0.037
C 19.901 -6.358 -6.133 -0.79 -1.45 1.93 -0.473
C 19.431 -5.053 -6.725 -5.27 0.80 0.32 -0.023
O 21.086 -6.675 -6.216 -2.24 -7.65 5.51 0.038
H 18.389 -8.770 -4.500 0.23 -0.38 0.18 0.081
H 20.130 -8.398 -4.145 -0.24 0.45 0.22 0.085
H 19.732 -9.046 -5.689 -0.28 -0.29 0.14 0.089
H 18.008 -7.054 -5.505 -0.01 1.30 -0.60 0.132
H 20.076 -4.696 -7.518 -3.34 0.75 0.17 0.033
H 19.384 -4.319 -5.918 0.14 0.10 -0.01 0.103
H 18.407 -5.217 -7.074 -0.39 0.10 0.26 0.104
C 22.873 -3.876 -4.686 0.71 0.59 -0.85 -0.083
N 23.256 -3.158 -3.496 -0.44 0.06 0.71 0.023
C 22.554 -3.269 -2.335 -0.46 -1.33 -0.17 -0.556
C 22.978 -2.385 -1.212 1.00 1.51 -0.18 -0.004
O 21.681 -4.119 -2.211 -0.06 0.44 -0.02 0.033
H 23.279 -4.881 -4.810 0.05 -0.10 0.65 0.096
H 23.295 -3.306 -5.519 -0.13 -0.02 -0.06 0.086
H 21.803 -3.920 -4.870 -0.02 0.19 0.56 0.066
H 24.015 -2.504 -3.505 0.00 0.02 -0.33 0.124
H 23.274 -2.937 -0.325 -0.16 -0.12 -0.04 0.088
H 22.287 -1.584 -0.945 -0.63 -0.56 0.02 0.084
H 23.817 -1.768 -1.556 0.31 -0.33 0.24 0.072
C 24.586 -5.478 -9.575 0.70 0.59 -1.78 -0.079
N 23.560 -4.873 -8.772 0.93 0.07 0.41 0.015
C 22.413 -5.528 -8.458 -0.08 -0.75 1.31 -0.444
C 21.604 -5.114 -7.239 4.91 3.81 -3.80 -0.167
O 22.079 -6.533 -9.066 0.12 -0.03 -0.45 0.054
H 24.518 -5.088 -10.600 -0.34 -0.57 -0.16 0.057
H 24.577 -6.564 -9.585 -0.34 0.02 0.13 0.088
H 25.606 -5.143 -9.367 -0.21 0.03 0.94 0.082
H 23.855 -4.049 -8.277 -0.29 -0.25 0.34 0.110
H 21.284 -4.078 -7.391 0.89 -0.30 0.14 0.042
H 22.154 -5.143 -6.298 0.35 0.33 -1.00 0.075
H 20.738 -5.762 -7.162 5.09 2.59 -4.42 -0.037
C 14.511 -5.470 -12.224 1.06 -1.14 -0.04 -0.047
N 15.439 -4.544 -12.839 -0.29 1.23 0.06 0.017
C 16.145 -3.582 -12.189 -1.97 0.50 -0.96 -0.575
C 16.999 -2.709 -13.087 -0.29 -0.28 -0.84 0.010
O 16.252 -3.500 -10.974 -1.60 0.50 0.38 0.042
H 13.911 -5.017 -11.441 -0.10 0.03 -0.13 0.091
H 15.107 -6.301 -11.828 -0.11 0.22 0.57 0.091
H 13.948 -5.992 -12.996 -0.45 0.60 -0.05 0.087
H 15.478 -4.495 -13.841 -0.13 -0.07 -0.05 0.133
H 17.893 -2.488 -12.511 -0.01 0.45 -0.34 0.070
H 16.516 -1.820 -13.494 -0.21 0.11 0.50 0.099
H 17.252 -3.311 -13.964 0.44 0.17 0.05 0.085
C 26.270 -0.103 -10.108 0.32 -0.34 0.55 -0.069
N 26.638 -0.609 -11.415 -0.37 0.79 0.29 0.004
C 25.995 -1.662 -11.954 1.33 -1.37 -1.76 -0.529
C 26.488 -2.064 -13.377 -0.29 0.64 0.32 0.011
O 25.149 -2.337 -11.401 -0.53 0.33 0.78 0.032
H 25.188 -0.107 -9.991 0.04 -0.17 0.15 0.079
H 26.628 0.902 -9.892 0.07 0.09 -0.58 0.083
H 26.768 -0.731 -9.363 -0.49 -0.05 0.23 0.088
H 27.286 -0.069 -11.959 -0.01 -0.21 -0.23 0.134
H 25.867 -2.846 -13.804 -0.38 0.19 0.10 0.071
H 27.504 -2.452 -13.467 0.12 0.22 0.61 0.079
H 26.446 -1.152 -13.977 -0.05 -0.19 -0.31 0.074
C 15.960 0.877 -8.045 0.39 -0.13 -0.44 -0.018
C 15.488 -0.556 -7.880 -0.49 0.45 -0.38 -0.501
C 16.277 -1.666 -8.506 0.40 -0.45 1.59 -0.022
O 14.479 -0.802 -7.257 0.10 0.10 0.14 0.061
H 15.113 1.524 -8.265 -0.05 0.00 0.19 0.084
H 16.679 0.960 -8.862 -0.03 -0.02 -0.03 0.069
H 16.477 1.238 -7.155 -0.20 -0.06 0.15 0.073
H 15.738 -2.579 -8.258 -0.12 -0.11 -0.75 0.086
H 17.157 -1.763 -7.850 0.30 0.20 -0.31 0.081
H 16.620 -1.574 -9.529 -0.25 0.08 -0.06 0.065
C 18.747 0.165 -4.924 0.78 0.27 0.07 -0.010
C 19.707 -0.986 -4.791 -0.87 -1.25 -0.73 -0.483
C 19.346 -2.110 -3.844 -0.15 -0.12 0.10 -0.014
O 20.620 -1.108 -5.578 0.31 0.23 0.35 0.052
H 18.231 0.043 -5.878 -0.14 -0.07 0.07 0.069
H 19.391 1.040 -5.031 -0.39 0.28 0.13 0.093
H 18.043 0.237 -4.100 -0.02 0.15 -0.03 0.082
H 18.290 -2.391 -3.892 -0.11 0.41 -0.21 0.090
H 19.502 -1.813 -2.804 0.24 -0.11 0.01 0.091
H 19.890 -3.017 -4.097 0.38 0.18 0.31 0.050
C 20.534 -2.139 -14.130 -0.08 0.46 0.22 -0.015
C 20.419 -2.704 -15.518 0.73 -1.22 1.23 -0.490
C 21.080 -1.975 -16.619 -0.98 0.70 -1.85 -0.021
O 20.007 -3.840 -15.626 -0.73 0.44 -0.74 0.056
H 21.245 -1.312 -14.111 0.04 -0.01 0.17 0.085
H 20.856 -2.959 -13.489 -0.16 0.32 -0.11 0.046
H 19.585 -1.775 -13.731 -0.07 0.02 -0.21 0.071
H 22.151 -1.825 -16.501 -0.01 -0.11 0.25 0.096
H 20.598 -1.005 -16.794 0.26 0.22 0.56 0.089
H 20.854 -2.462 -17.571 0.43 -0.43 0.16 0.087
```
Positions in Å, forces in eV/Å.

Values from the calculation:
largest force on an atom = 0.188 Eh/bohr
electronic energy = -2739.0408 Ha
HOMO level = -7.345 eV
multiplicity = 1
orbital gap = 7.534 eV
SMILES = c1cc[nH]c1.c1cc[nH]c1.CNC(C)=O.CNC(C)=O.CNC(C)=O.CNC(C)=O.CNC(C)=O.CNC(C)=O.CNC(C)=O.CC(C)=O.CC(C)=O.CC(C)=O
energy relative to the best compared isomer or geometry (same formula, charge and spin) = 97.1 kcal per mole

***

Number 1 is which compound?
C38H77FNO11